(1)
ORCA calculation (the ωB97M-V functional and the def2-TZVPD basis) on a molecular structure, C42H116AlF2N11O15S2.

The lowest unoccupied orbital energy is -11.0615 eV.

```
! RIJCOSX wB97M-V def2-TZVPD def2/J DEFGRID3
* xyz 2 1
Al 3.33417 -3.64719 -4.97631
N 1.24084 -1.72766 -0.55568
S 0.49439 -0.48517 -0.06810
O 1.29844 0.54823 0.51517
O -0.95749 -0.62588 0.17418
F 0.30008 0.06711 -1.57512
S 0.95611 -2.48187 0.96549
O -0.11457 -3.44912 0.96763
O 1.29361 -1.73305 2.17787
F 2.28771 -3.42106 0.86771
C -2.35995 -0.38385 -8.48312
C -1.40322 -1.47970 -8.04588
C -1.23953 -2.56973 -9.04639
O -0.48086 -3.59936 -8.42018
C -0.93555 -4.84170 -8.99691
N -0.12762 -0.88694 -7.71209
H -1.97596 0.15170 -9.35136
H -2.40798 0.33544 -7.66558
H -3.37333 -0.78013 -8.54751
H -1.77847 -2.05308 -7.19824
H -0.72448 -2.26041 -9.95586
H -2.26682 -2.79626 -9.33182
H -0.18930 -5.60894 -8.79058
H -1.18878 -4.82725 -10.05698
H -1.82299 -5.24183 -8.50656
H 0.17378 -0.22178 -8.40982
H -0.28880 -0.23530 -6.95743
C 7.76741 -1.33134 1.37052
C 7.78138 -0.29404 0.21250
C 9.24158 -0.00901 -0.30695
O 9.50392 0.86252 -1.44516
C 9.26346 2.22364 -1.18214
N 6.92819 -0.65379 -0.91885
H 8.28592 -0.98725 2.26544
H 8.22917 -2.29616 1.16072
H 6.80228 -1.67687 1.74095
H 7.40908 0.66047 0.58455
H 9.70796 -0.97416 -0.50459
H 9.90662 0.38313 0.46249
H 8.26891 2.39725 -0.77127
H 9.35854 2.75880 -2.12697
H 9.99914 2.61950 -0.48203
H 6.89500 0.20051 -1.45657
H 6.04539 -0.76701 -0.44140
C -5.22260 -5.73590 -3.98424
C -4.60074 -5.74242 -2.61504
C -4.73025 -7.01756 -1.71818
O -6.08424 -7.28540 -1.32168
C -6.34908 -8.36808 -0.43499
N -3.14966 -5.56083 -2.67812
H -4.76822 -6.45915 -4.66141
H -5.03967 -4.77583 -4.46683
H -6.29290 -5.88781 -3.84465
H -4.92765 -4.90677 -1.99624
H -4.05597 -7.06450 -0.86305
H -4.36335 -7.88012 -2.27449
H -5.85416 -8.14400 0.50995
H -5.98119 -9.32292 -0.81055
H -7.42028 -8.46964 -0.26087
H -2.73561 -5.37301 -1.77624
H -2.69328 -6.44397 -2.85669
C -7.48692 2.84012 8.03251
C -6.45868 1.73953 8.13442
C -5.90804 1.43134 6.73932
O -5.43677 0.08419 6.75665
C -5.04804 -0.34968 5.45560
N -5.39193 2.21803 9.00381
H -8.35825 2.45511 7.50276
H -7.21600 3.67024 7.38012
H -7.78618 3.28383 8.98206
H -6.88723 0.82165 8.53681
H -5.01515 1.97962 6.43891
H -6.68835 1.50768 5.98209
H -4.65794 -1.36332 5.54760
H -4.23282 0.24861 5.04870
H -5.90414 -0.37617 4.78144
H -5.66588 2.19602 9.97570
H -4.63243 1.55276 9.02969
C -0.33310 7.31012 -5.50114
C -0.79726 8.10585 -6.71289
C -0.78935 9.63464 -6.45247
O -1.43425 10.32097 -7.48539
C -1.44314 11.70719 -7.18726
N 0.16052 7.74532 -7.74486
H -0.95077 7.51390 -4.62647
H 0.70402 7.47434 -5.20872
H -0.53897 6.24802 -5.63394
H -1.80752 7.84305 -7.02659
H 0.24728 9.96729 -6.39890
H -1.24742 9.89191 -5.49744
H -2.06195 12.18371 -7.94760
H -0.41807 12.07603 -7.15120
H -1.90639 11.82905 -6.20817
H 1.05595 8.14171 -7.49751
H -0.03347 8.20174 -8.62472
C 2.98258 7.30850 2.50502
C 3.24746 7.34184 1.01165
C 3.97632 8.52102 0.38016
O 3.30732 9.75132 0.36502
C 2.16696 9.70589 -0.50081
N 4.03182 6.12772 0.78392
H 2.33092 8.14885 2.74429
H 3.89239 7.29901 3.10523
H 2.45725 6.42996 2.87960
H 2.29938 7.13640 0.51461
H 4.20846 8.28309 -0.65791
H 4.94242 8.68922 0.85603
H 1.70468 10.69286 -0.51767
H 1.45106 8.94377 -0.19297
H 2.41798 9.36428 -1.50500
H 3.27210 5.46414 0.83470
H 4.22418 5.97833 -0.19627
C -10.23761 1.63810 0.90914
C -9.17639 2.59771 0.38210
C -8.52914 2.15975 -0.97288
O -7.37582 2.94046 -1.23806
C -6.72556 2.71896 -2.54579
N -9.79334 3.90610 0.30517
H -9.79216 0.65803 1.07980
H -11.12196 1.47202 0.29396
H -10.57992 2.02376 1.86945
H -8.40364 2.59287 1.15082
H -9.24336 2.00115 -1.78087
H -8.11679 1.15094 -0.95387
H -6.12704 1.81115 -2.46993
H -6.04441 3.54999 -2.72885
H -7.50095 2.74784 -3.31132
H -10.11708 4.22107 1.20855
H -8.96105 4.44962 0.12637
C 2.13494 0.98209 7.38367
C 1.12055 1.13587 8.52790
C 0.17663 -0.10457 8.69154
O -0.63230 0.00418 9.85244
C -1.37946 -1.22483 10.11949
N 1.80329 1.29863 9.76894
H 1.74877 0.84205 6.37403
H 2.80560 0.14813 7.59055
H 2.84197 1.81107 7.41537
H 0.46050 2.00013 8.45396
H 0.83837 -0.97005 8.65748
H -0.48843 -0.24906 7.84011
H -0.69897 -2.07273 10.19749
H -2.25531 -1.39450 9.49323
H -1.76296 -1.04877 11.12450
H 1.15512 0.91502 10.44186
H 1.60862 2.23879 10.08246
C 10.72613 -4.65079 -4.65495
C 9.29850 -5.13940 -4.75960
C 8.82714 -5.96799 -3.50316
O 7.43899 -6.32866 -3.49736
C 7.10164 -7.16676 -2.45868
N 8.51246 -3.94935 -4.97907
H 11.10927 -4.19537 -5.56812
H 11.40069 -5.46156 -4.37974
H 10.92729 -3.87372 -3.91752
H 9.24754 -5.85651 -5.57891
H 8.96073 -5.49084 -2.53230
H 9.44449 -6.86629 -3.50761
H 7.35993 -6.89361 -1.43556
H 7.59943 -8.12921 -2.57698
H 6.03929 -7.40580 -2.50743
H 8.75480 -3.29359 -4.25012
H 8.94362 -3.55615 -5.80344
C 1.26066 -9.53158 2.66474
C 2.25277 -10.14595 3.70580
C 2.49252 -9.23917 4.96002
O 3.10914 -8.00687 4.51339
C 3.30542 -7.10625 5.58302
N 1.63386 -11.36579 4.17388
H 0.42781 -9.01024 3.13661
H 0.93662 -10.29909 1.96186
H 1.73581 -8.85121 1.95803
H 3.23423 -10.27133 3.24848
H 3.18196 -9.76089 5.62378
H 1.53861 -8.99911 5.42963
H 3.43730 -6.15210 5.07278
H 4.14180 -7.39834 6.21803
H 2.39947 -7.09132 6.18892
H 2.33993 -12.08078 4.27554
H 1.03948 -11.84724 3.51430
C -3.05428 5.85773 1.12520
C -4.27563 6.33776 1.94823
O -5.40035 6.49480 1.05584
H -2.21203 5.55179 1.74579
H -2.85851 6.72986 0.50139
H -3.27147 5.05333 0.42243
H -4.06653 7.31369 2.38631
H -4.57139 5.62120 2.71452
H -5.49293 5.72760 0.48624
*
```

Results of the Löwdin charge analysis, in e, for atoms 1 through 99: 0.97 -0.20 0.43 -0.23 -0.25 -0.23 0.58 -0.25 -0.26 -0.22 -0.06 -0.47 -0.24 -0.18 -0.11 0.03 0.09 0.07 0.08 0.15 0.14 0.13 0.08 0.09 0.08 0.07 0.06 -0.05 -0.41 -0.16 -0.18 -0.11 0.06 0.08 0.08 0.07 0.13 0.12 0.12 0.08 0.09 0.09 0.07 0.07 -0.05 -0.40 -0.18 -0.18 -0.08 0.06 0.08 0.08 0.09 0.14 0.12 0.12 0.09 0.09 0.09 0.08 0.07 -0.07 -0.41 -0.18 -0.18 -0.09 0.10 0.08 0.09 0.08 0.15 0.13 0.13 0.09 0.09 0.09 0.09 0.08 -0.07 -0.40 -0.23 -0.18 -0.09 0.08 0.07 0.08 0.08 0.15 0.12 0.12 0.10 0.09 0.09 0.08 0.09 -0.05 -0.44 -0.20 -0.15

=====

(2)
ORCA calculation (the ωB97M-V functional and the def2-TZVPD basis) on a single C24H24N2O4S molecule.

The lowest unoccupied orbital energy is -0.0844 eV.

```
! RIJCOSX wB97M-V def2-TZVPD def2/J DEFGRID3
* xyz 0 1
C -8.97278 -0.87274 1.22499
C -8.07139 -1.25669 0.05684
C -6.60774 -0.87755 0.27400
C -6.38412 0.63338 0.28781
O -5.00431 0.94530 0.46242
C -4.23360 0.91515 -0.63601
O -4.66246 0.69397 -1.74314
C -2.81113 1.19401 -0.33319
C -2.39192 1.59270 0.93424
C -1.05553 1.82457 1.17742
C -0.11877 1.63612 0.16439
N 1.23388 1.90054 0.41464
C 2.29938 1.18220 -0.02577
N 2.27831 -0.00513 -0.49796
S 1.10749 -1.14926 -0.26601
O 0.35875 -1.38736 -1.46586
O 0.39384 -0.91139 0.96337
C 2.24896 -2.50632 -0.02005
C 2.66163 -2.81925 1.25942
C 3.58487 -3.83583 1.44347
C 4.08404 -4.52012 0.34614
C 3.66248 -4.19622 -0.93440
C 2.73938 -3.18026 -1.12047
C 3.61006 1.85811 0.06896
C 3.72563 3.24375 -0.01459
C 4.96982 3.84248 0.07251
C 6.10531 3.06844 0.24604
C 5.99719 1.68845 0.32003
C 4.75768 1.08482 0.22828
C -0.53627 1.27426 -1.11327
C -1.87443 1.04823 -1.35402
H -8.59469 -1.29708 2.15248
H -9.03172 0.20660 1.33762
H -9.97959 -1.25037 1.06200
H -8.12496 -2.33752 -0.08931
H -8.43402 -0.78133 -0.85677
H -6.00528 -1.29705 -0.53432
H -6.24882 -1.29726 1.21638
H -6.73503 1.07167 -0.65297
H -6.88884 1.10556 1.13238
H -3.11877 1.71409 1.72171
H -0.72364 2.12452 2.16080
H 1.42536 2.62586 1.09261
H 2.24311 -2.26943 2.08783
H 3.91384 -4.09471 2.43887
H 4.80374 -5.31260 0.49023
H 4.05262 -4.73539 -1.78459
H 2.38096 -2.90251 -2.09846
H 2.84921 3.85474 -0.17758
H 5.05401 4.91670 0.00064
H 7.07391 3.54032 0.31663
H 6.88237 1.08372 0.44827
H 4.64860 0.01251 0.27744
H 0.18848 1.15965 -1.90339
H -2.21461 0.75149 -2.33368
*
```

Löwdin analysis output, partial charges in e: -0.11 -0.26 -0.18 -0.17 -0.01 -0.45 0.11 -0.11 0.00 -0.01 -0.26 0.14 -0.33 0.00 0.65 -0.29 -0.28 -0.28 -0.06 -0.07 -0.08 -0.07 -0.06 -0.15 -0.03 -0.08 -0.08 -0.07 -0.01 -0.03 0.02 0.07 0.06 0.07 0.11 0.11 0.11 0.12 0.13 0.12 0.12 0.12 0.15 0.11 0.10 0.10 0.11 0.11 0.11 0.10 0.10 0.11 0.11 0.12 0.13

=====

(3)
ORCA calculation (the ωB97M-V functional and the def2-TZVPD basis) on a molecular structure, C8H23O6Ti3.

The lowest unoccupied orbital energy (alpha / beta) is -7.3018 / -8.1797 eV.

```
! RIJCOSX wB97M-V def2-TZVPD def2/J DEFGRID3
* xyz 2 10
Ti -3.78843 2.86219 -0.04794
Ti -3.81473 -0.12889 -1.42743
Ti -4.16277 0.21498 1.89006
C -0.26257 0.32719 0.34195
C -1.70976 0.45767 0.58204
O -2.17882 1.60237 0.90755
O -2.51130 -0.54389 0.49532
H 0.03547 -0.71896 0.29674
H 0.31831 0.84374 1.10360
H -0.05491 0.77076 -0.63742
C 0.90314 -3.46717 -0.84387
O 1.12191 -3.43536 0.55104
H 1.07964 -2.48704 -1.30590
H 1.60043 -4.18421 -1.27173
H -0.10289 -3.83590 -1.07883
H 0.33413 -3.10164 0.98571
C -0.28765 2.73004 4.12515
O 0.14132 2.82543 2.77336
H -0.15934 1.69626 4.48059
H 0.32466 3.33241 4.78705
H -1.34553 2.97712 4.26982
H -0.53888 2.38107 2.26326
C 3.57533 0.83680 1.27593
C 3.16959 2.30492 1.44151
O 4.26399 3.19413 1.27927
H 3.91674 0.63305 0.25897
H 2.72154 0.17800 1.48204
H 4.35232 0.57142 1.98829
H 2.85461 2.46440 2.47156
H 2.31278 2.53510 0.79570
H 4.58057 3.17273 0.37218
C -1.50902 -2.67492 -4.17149
C -2.38197 -1.49147 -3.87543
O -2.00578 -0.81676 -2.61933
H -0.57224 -2.37058 -4.63151
H -2.02851 -3.34763 -4.85456
H -1.31984 -3.24773 -3.26243
H -3.43826 -1.76847 -3.78693
H -2.34166 -0.76483 -4.69199
H -1.09163 -0.52630 -2.71192
*
```

Löwdin analysis output, partial charges in e: 0.82 0.93 0.88 0.06 -0.67 -0.24 -0.24 0.09 0.09 0.12 -0.17 -0.10 0.06 0.09 0.07 0.06 -0.14 -0.12 0.08 0.09 0.07 0.01 -0.08 -0.34 -0.06 0.07 0.05 0.08 0.10 0.09 0.08 -0.05 -0.25 -0.19 0.10 0.10 0.08 0.11 0.13 0.11

=====

(4)
ORCA calculation (the ωB97M-V functional and the def2-TZVPD basis) on a molecular structure, C15H25MnN5O5.

The lowest unoccupied orbital energy (alpha / beta) is 0.3268 / 0.2264 eV.

```
! RIJCOSX wB97M-V def2-TZVPD def2/J DEFGRID3
* xyz 0 6
O 2.49040 1.69281 -2.29459
H 2.57828 2.03971 -3.18240
Mn 0.11085 -0.40389 -0.12583
N -1.73770 -0.38577 -0.98719
N 0.50096 -0.62892 -2.11856
O -2.90661 -0.79461 -0.33594
O 1.74499 -0.71532 -2.71997
C -1.82320 -0.59377 -2.31475
C -0.55047 -0.73373 -2.95178
C -3.12019 -0.96098 -2.94536
C -0.40712 -1.09684 -4.38746
H -3.95425 -0.35053 -2.56938
H -3.34231 -2.02060 -2.72595
H -3.07854 -0.85532 -4.04013
H 0.64303 -1.32146 -4.61925
H -0.75109 -0.27333 -5.03373
H -1.02819 -1.97798 -4.61564
H -2.86296 -0.35241 0.54428
H 2.15974 0.20506 -2.53012
O -0.06212 -2.78144 0.19140
H -0.92841 -3.19777 0.02124
H 0.59383 -3.34888 -0.25403
C 1.33649 2.28390 -1.61565
H 1.51044 2.26503 -0.53540
H 0.42217 1.74826 -1.87582
H 1.26421 3.31408 -1.95095
O -1.39144 4.36424 -0.23193
H -2.01210 3.80654 -0.70427
H -1.50654 4.09511 0.67900
N 0.68656 -1.25427 2.86534
C 1.90063 -0.88229 2.25839
C 3.07741 -1.00265 3.00878
C 4.27097 -0.46380 2.53535
C 4.23149 0.19525 1.29615
C 3.05852 0.19255 0.55685
N 1.90493 -0.39874 1.00201
C -0.52329 -0.54611 2.87588
C -1.32365 -0.61139 4.03420
C -2.48564 0.15102 4.08833
C -2.80509 0.95684 2.99092
C -2.01650 0.90064 1.84581
N -0.92148 0.08179 1.75958
H 0.82837 -1.68828 3.77387
H 2.98113 -1.43977 3.99625
H 5.20088 -0.54006 3.10131
H 5.10504 0.69695 0.87858
H 3.00076 0.71432 -0.40279
H -1.00304 -1.26512 4.84621
H -3.13237 0.09985 4.96098
H -3.68571 1.59202 3.00189
H -2.24205 1.49002 0.95627
*
```

Löwdin analysis output, partial charges in e: -0.14 0.10 0.77 -0.13 -0.16 -0.08 -0.12 -0.31 -0.30 -0.04 -0.03 0.08 0.09 0.07 0.07 0.09 0.08 0.05 0.04 -0.06 0.08 0.08 -0.08 0.08 0.07 0.09 -0.06 0.03 0.02 0.11 -0.27 -0.01 -0.05 -0.07 -0.09 0.04 -0.34 -0.08 -0.16 -0.12 -0.24 -0.03 0.13 0.11 0.11 0.11 0.09 0.09 0.08 0.10 0.08

=====

(5)
ORCA calculation (the ωB97M-V functional and the def2-TZVPD basis) on a molecular structure, C22H21AsClCsN2O10S.

The lowest unoccupied orbital energy is 3.9132 eV.

```
! RIJCOSX wB97M-V def2-TZVPD def2/J DEFGRID3
* xyz -2 1
Cs 0.88916 -0.73156 0.01184
Cl 4.33657 -1.01737 -7.65403
C 3.28660 -0.85326 -6.25387
C 3.83862 -0.97863 -4.95869
C 3.04940 -0.85652 -3.85902
C 1.61859 -0.59771 -3.93625
O 0.93026 -0.49755 -2.90215
C 1.10104 -0.47575 -5.28961
C -0.27015 -0.20284 -5.59404
O -1.21205 -0.03144 -4.82795
C 1.95886 -0.60685 -6.40497
H 4.89941 -1.17262 -4.85321
H 3.46841 -0.95312 -2.86461
H -0.45856 -0.10598 -6.68846
H 1.53663 -0.50618 -7.39995
O 5.30815 -1.22104 2.39666
As 3.53178 -0.93368 2.29927
O 3.26735 0.67804 2.21994
O 3.09056 -1.90396 1.03497
C 3.05010 -1.76130 4.03044
C 4.12391 -2.02903 4.88153
C 3.94669 -2.64662 6.11068
C 2.67580 -3.01967 6.51673
C 1.59635 -2.75533 5.69044
C 1.77064 -2.13097 4.46053
S 0.26204 -1.86133 3.51769
O 0.05613 -3.05764 2.72084
O -0.77064 -1.62376 4.51741
O 0.56477 -0.67807 2.71306
H 5.49402 -1.71852 1.59188
H 5.11867 -1.75721 4.55829
H 4.80503 -2.83728 6.74503
H 2.51986 -3.50649 7.47258
H 0.58965 -3.01308 5.99192
C -1.03121 2.13021 2.79726
C -2.42464 2.08302 3.35074
C -2.62439 1.18242 4.53903
O -3.33385 2.74855 2.88898
H -0.41249 2.72460 3.47750
H -1.01509 2.60634 1.81827
H -0.58367 1.13482 2.76873
H -1.97246 1.51151 5.35284
H -2.29425 0.16647 4.30809
H -3.66385 1.20187 4.85977
N -3.84358 0.89960 -5.25101
C -4.67135 1.59762 -4.45242
O -5.76797 1.99129 -4.84123
C -4.18974 1.93915 -3.07036
C -5.01927 2.72008 -2.27510
C -4.60949 3.05056 -0.99840
C -3.37249 2.59512 -0.55748
N -2.56253 1.85340 -1.30964
C -2.96897 1.52646 -2.53671
H -4.20352 0.70343 -6.16917
H -2.90628 0.56184 -5.02029
H -5.96924 3.04218 -2.68127
H -5.22588 3.64803 -0.33963
H -3.03459 2.82990 0.44789
H -2.27289 0.91585 -3.10132
*
```

Löwdin analysis output, partial charges in e: 1.21 0.56 -0.69 -0.13 -0.01 -0.40 -0.18 -0.14 -0.23 -0.03 -0.11 0.10 0.11 0.11 0.10 -0.30 0.77 -0.52 -0.73 -0.20 -0.10 -0.11 -0.10 -0.08 -0.24 0.41 -0.35 -0.36 -0.60 0.02 0.08 0.09 0.09 0.10 0.00 -0.49 -0.02 0.02 0.10 0.08 0.05 0.09 0.06 0.07 0.18 -0.51 0.00 -0.12 -0.02 -0.06 -0.13 0.08 -0.06 0.10 0.05 0.11 0.10 0.08 0.10

=====

no.,maximum force (eV/A),E (Eh),molecular weight (g/mol)
1,9.1,-4637.98583,1144.564
2,1.0,-1737.62622,436.533
3,1.3,-3317.56875,358.867
4,3.1,-2387.37716,410.333
5,0.9,-4827.35489,748.761